1.
The following is a quantum chemistry calculation of 9 unconnected molecules or ions with the total composition C33H64O25S7 at a distorted geometry, from OMol25.

Structure (ORCA input):
```
! wB97M-V def2-TZVPD RIJCOSX def2/J DEFGRID3
* xyz 0 1
O -13.555 17.211 -2.868
C -13.196 17.540 -1.760
C -12.392 16.599 -0.946
C -11.711 17.066 0.120
C -12.127 18.456 0.739
O -11.981 18.827 1.890
C -12.897 19.375 -0.162
C -13.408 18.933 -1.286
H -12.119 15.632 -1.412
H -11.005 16.422 0.704
H -13.024 20.366 0.120
H -14.039 19.434 -1.983
O -19.100 17.932 -7.284
C -18.436 18.954 -6.942
C -17.005 18.868 -6.607
C -16.529 19.804 -5.759
C -17.417 20.922 -5.225
O -16.936 21.661 -4.396
C -18.798 21.078 -5.844
C -19.187 20.227 -6.769
H -16.484 17.982 -6.996
H -15.578 19.660 -5.281
H -19.527 21.810 -5.484
H -20.204 20.125 -7.144
C -20.684 25.430 -4.422
C -22.068 25.897 -3.927
O -22.676 26.617 -5.064
S -24.216 26.416 -5.388
C -24.873 27.672 -4.398
O -24.355 26.768 -6.752
O -24.638 25.105 -4.913
H -20.127 25.029 -3.555
H -20.262 26.381 -4.840
H -20.842 24.633 -5.166
H -22.755 25.064 -3.648
H -22.003 26.546 -3.076
H -24.420 27.762 -3.373
H -25.943 27.656 -4.260
H -24.636 28.574 -4.930
C -16.093 21.541 -11.461
C -16.542 20.781 -10.227
O -16.530 21.737 -9.113
S -15.105 22.279 -8.471
C -14.739 23.695 -9.422
O -15.427 22.529 -7.103
O -14.119 21.323 -8.768
H -16.618 22.512 -11.266
H -16.351 21.130 -12.429
H -15.019 21.687 -11.580
H -17.584 20.393 -10.310
H -15.896 19.921 -10.010
H -13.807 23.945 -8.978
H -15.397 24.553 -9.377
H -14.483 23.400 -10.444
C -12.290 19.925 -6.608
C -12.770 21.248 -6.089
O -12.069 22.231 -6.902
S -11.516 23.590 -6.445
C -12.971 24.531 -6.096
O -10.928 23.534 -5.139
O -10.788 24.127 -7.535
H -12.861 19.055 -6.130
H -11.209 19.773 -6.334
H -12.454 19.750 -7.657
H -13.818 21.471 -6.252
H -12.423 21.466 -5.081
H -12.593 25.509 -5.755
H -13.548 24.021 -5.307
H -13.632 24.616 -7.017
C -21.982 20.908 -11.186
C -20.947 19.926 -10.681
O -20.877 18.900 -11.685
S -19.700 17.819 -11.610
C -20.047 16.572 -10.494
O -19.748 17.205 -12.924
O -18.556 18.554 -11.149
H -23.007 20.466 -11.250
H -21.732 21.290 -12.106
H -22.030 21.772 -10.520
H -19.981 20.415 -10.612
H -21.336 19.556 -9.706
H -19.179 15.938 -10.534
H -21.029 16.102 -10.621
H -20.026 17.139 -9.522
C -14.924 25.479 -2.378
C -13.522 24.864 -1.965
O -13.197 23.624 -2.679
S -12.167 22.618 -2.132
C -10.566 23.225 -2.390
O -12.412 22.561 -0.726
O -12.450 21.461 -2.882
H -15.365 26.269 -1.745
H -15.739 24.758 -2.499
H -14.890 25.953 -3.346
H -12.763 25.582 -2.340
H -13.355 24.783 -0.898
H -9.960 22.580 -3.010
H -10.131 23.387 -1.402
H -10.550 24.174 -2.913
C -22.615 20.645 -3.484
C -23.245 20.946 -4.808
O -22.420 22.024 -5.481
S -22.509 22.120 -7.087
C -24.050 22.979 -7.313
O -21.415 23.028 -7.373
O -22.638 20.840 -7.713
H -23.267 20.025 -2.890
H -22.379 21.616 -3.066
H -21.695 20.088 -3.742
H -23.164 20.097 -5.526
H -24.251 21.267 -4.864
H -24.761 22.718 -6.525
H -24.484 22.872 -8.344
H -23.814 23.983 -7.128
C -21.782 26.460 -10.406
C -20.892 25.550 -9.561
O -19.510 25.674 -9.796
S -18.445 25.955 -8.660
C -18.415 24.478 -7.766
O -17.188 26.115 -9.276
O -19.000 27.002 -7.845
H -22.828 26.123 -10.356
H -21.506 26.344 -11.477
H -21.618 27.499 -10.177
H -21.184 25.853 -8.533
H -21.152 24.496 -9.795
H -18.278 23.618 -8.329
H -19.374 24.245 -7.299
H -17.646 24.658 -7.037
*
```

Results
Kohn-Sham gap: 8.5 eV
SMILES: O=C1C=CC(=O)C=C1.O=C1C=CC(=O)C=C1.CCOS(C)(=O)=O.CCOS(C)(=O)=O.CCOS(C)(=O)=O.CCOS(C)(=O)=O.CCOS(C)(=O)=O.CCOS(C)(=O)=O.CCOS(C)(=O)=O
F_max: 3.7 eV/A
Energy relative to the best compared isomer or geometry (same formula, charge and spin): 56.0 kJ/mol
HOMO energy: -9.7 eV
Total energy: -162285.2818 eV

---

2.
The following is a quantum chemistry calculation of 5 unconnected molecules or ions with the total composition C33H65BBr8IN4O2 at a distorted geometry, from OMol25.

Structure (ORCA input):
```
! wB97M-V def2-TZVPD RIJCOSX def2/J DEFGRID3
* xyz 1 1
C -1.297 -4.225 1.712
C -0.310 -2.964 1.694
B -0.929 -1.596 1.069
O -2.381 -1.528 1.198
N -0.123 -0.539 0.276
C -0.923 0.714 0.565
N -1.183 0.977 2.010
C -2.596 1.538 2.065
C 1.319 -0.311 0.665
O 1.973 0.874 0.093
C 1.923 -0.501 2.109
C 1.637 0.557 3.270
C 1.988 2.090 2.970
C 1.449 2.944 4.259
N 0.678 4.160 3.847
C 2.223 -1.441 -0.148
C 1.165 -1.834 -1.284
C 1.818 -2.272 -2.676
C 3.181 -1.493 -3.069
C -0.154 -0.863 -1.239
C -0.236 0.435 -2.173
C 0.166 0.321 -3.708
C -0.324 1.715 -4.413
C -0.212 1.661 -6.018
N 1.213 1.638 -6.490
C 1.834 0.822 -7.504
C 3.316 1.219 -7.645
C 3.526 2.359 -6.575
C 2.154 2.570 -5.903
C -1.228 -1.864 -1.850
C -2.764 -1.419 -1.932
C -3.645 -2.793 -1.854
I -3.345 -0.582 -3.903
H -0.754 -5.235 1.818
H -1.938 -4.134 2.671
H -2.043 -4.242 0.845
H -0.080 -2.715 2.805
H 0.686 -3.288 1.243
H -2.810 -2.228 0.663
H -1.944 0.723 0.028
H -0.407 1.687 0.212
H -0.608 1.775 2.320
H -2.566 2.470 1.373
H -3.379 0.809 1.677
H -2.850 1.939 3.117
H 2.807 1.067 0.562
H 1.772 -1.534 2.609
H 3.080 -0.491 1.984
H 0.592 0.399 3.740
H 2.354 0.257 4.133
H 3.129 2.186 2.973
H 1.482 2.503 2.032
H 2.284 3.156 5.019
H 0.695 2.259 4.809
H -0.324 3.881 3.836
H 0.915 4.419 2.873
H 2.519 -2.291 0.555
H 3.187 -0.896 -0.405
H 0.834 -2.876 -0.896
H 1.134 -2.220 -3.587
H 2.125 -3.384 -2.586
H 4.078 -2.029 -2.602
H 3.336 -1.475 -4.214
H 3.094 -0.435 -2.646
H 0.380 1.340 -1.790
H -1.312 0.869 -2.161
H -0.330 -0.503 -4.313
H 1.303 0.291 -3.912
H 0.166 2.634 -3.942
H -1.454 1.804 -4.185
H -0.857 0.845 -6.494
H -0.638 2.664 -6.406
H 1.305 0.004 -8.110
H 4.102 0.804 -8.358
H 4.494 2.936 -6.372
H 1.911 3.337 -5.099
H -0.916 -2.057 -2.950
H -1.222 -2.945 -1.429
H -3.122 -0.704 -1.122
H -3.321 -3.456 -0.983
H -4.747 -2.503 -1.852
H -3.476 -3.421 -2.811
Br 6.709 0.939 -1.821
C 5.736 2.622 -1.695
C 4.246 2.396 -1.754
Br 3.656 2.039 -3.578
H 6.107 3.266 -2.492
H 6.023 3.045 -0.730
H 3.707 3.297 -1.453
H 3.913 1.559 -1.144
Br 2.380 2.672 7.879
C 1.132 4.068 8.420
C 1.753 5.437 8.295
Br 2.988 5.790 9.760
H 0.810 3.831 9.434
H 0.283 3.968 7.742
H 0.990 6.213 8.373
H 2.311 5.574 7.369
Br -2.080 0.525 5.050
C -3.134 0.310 6.676
C -4.612 0.328 6.374
Br -5.243 2.143 6.046
H -2.823 1.096 7.363
H -2.836 -0.659 7.081
H -5.184 -0.021 7.235
H -4.881 -0.265 5.500
Br -7.724 -6.611 -2.912
C -6.074 -6.067 -3.795
C -4.954 -7.036 -3.508
Br -4.235 -6.774 -1.714
H -5.859 -5.049 -3.468
H -6.312 -6.059 -4.860
H -4.112 -6.860 -4.180
H -5.257 -8.080 -3.579
*
```

Results
Kohn-Sham gap: 7.2 eV
F_max: 6.6 eV/A
HOMO energy: -9.6 eV
Total energy: -614435.0584 eV

---

3.
The following is a quantum chemistry calculation of 6 unconnected molecules or ions with the total composition C33H65Br2N4O9 at a distorted geometry, from OMol25.

Structure (ORCA input):
```
! wB97M-V def2-TZVPD RIJCOSX def2/J DEFGRID3
* xyz -1 1
C -0.255 3.402 4.698
C 1.039 2.433 4.268
C 0.612 1.463 3.006
Br 1.639 2.223 1.410
N 0.997 0.029 3.089
C 2.362 -0.175 3.627
C 2.516 -0.682 5.170
C 3.929 -1.542 5.424
C 3.760 -2.391 6.848
O 4.217 -3.787 6.758
C -0.065 -0.948 3.436
C -1.177 -0.849 2.177
C -0.407 -0.798 0.692
O 0.590 -1.613 0.340
Br -0.981 0.583 -0.692
C -0.837 -0.359 4.742
C -1.685 -1.369 5.685
N -0.830 -2.404 6.449
N -2.237 -0.477 6.825
N -2.926 -1.984 5.070
C 0.283 -2.539 3.428
O 1.469 -3.136 3.172
O -0.779 -3.593 3.611
H -0.237 4.416 4.102
H -0.273 3.589 5.874
H -1.292 2.889 4.452
H 1.950 3.156 3.998
H 1.332 1.864 5.247
H -0.500 1.726 2.781
H 3.093 0.764 3.514
H 2.900 -0.998 2.947
H 2.591 0.227 5.934
H 1.663 -1.373 5.572
H 4.123 -2.345 4.587
H 4.840 -0.811 5.579
H 4.452 -1.855 7.652
H 2.643 -2.417 7.235
H 4.678 -4.031 7.633
H -1.854 0.102 2.254
H -1.882 -1.776 2.120
H -0.096 0.219 5.479
H -1.600 0.487 4.383
H -1.184 -3.371 6.284
H -0.845 -2.167 7.485
H -1.385 -0.013 7.233
H -2.719 0.307 6.291
H -2.898 -2.012 4.030
H -3.789 -1.533 5.444
C -0.059 -7.682 1.950
C -1.068 -6.694 2.476
C -2.184 -6.809 1.461
O -2.160 -8.156 0.967
C -0.945 -8.780 1.405
H 0.645 -8.037 2.707
H 0.516 -7.226 1.134
H -1.424 -7.018 3.461
H -0.680 -5.677 2.571
H -2.018 -6.139 0.611
H -3.166 -6.592 1.891
H -1.204 -9.504 2.186
H -0.485 -9.317 0.571
C 0.351 1.142 -4.646
C 1.444 1.158 -3.609
C 2.653 1.550 -4.429
O 2.180 2.380 -5.499
C 0.749 2.294 -5.543
H -0.653 1.254 -4.229
H 0.386 0.201 -5.208
H 1.233 1.932 -2.861
H 1.571 0.205 -3.089
H 3.133 0.672 -4.875
H 3.399 2.095 -3.843
H 0.345 3.242 -5.173
H 0.420 2.154 -6.577
C 0.776 3.531 -10.062
C 1.869 3.547 -9.025
C 3.079 3.939 -9.845
O 2.605 4.769 -10.915
C 1.174 4.682 -10.959
H -0.227 3.643 -9.645
H 0.812 2.590 -10.624
H 1.659 4.320 -8.277
H 1.997 2.594 -8.505
H 3.558 3.061 -10.291
H 3.824 4.483 -9.259
H 0.771 5.631 -10.589
H 0.845 4.542 -11.993
C -0.819 -1.578 -9.637
C 0.162 -2.285 -10.536
C 0.747 -1.137 -11.331
O 0.713 0.018 -10.481
C -0.097 -0.283 -9.336
H -1.076 -2.142 -8.737
H -1.744 -1.370 -10.188
H 0.945 -2.757 -9.931
H -0.293 -3.052 -11.166
H 0.141 -0.919 -12.217
H 1.775 -1.330 -11.650
H 0.571 -0.392 -8.475
H -0.783 0.546 -9.142
C -3.905 5.889 6.980
C -4.932 5.292 6.052
C -4.069 4.512 5.084
O -2.907 4.088 5.811
C -2.874 4.784 7.064
H -4.306 6.173 7.956
H -3.461 6.779 6.519
H -5.581 4.606 6.610
H -5.563 6.035 5.558
H -3.733 5.143 4.254
H -4.584 3.640 4.672
H -3.127 4.066 7.852
H -1.866 5.164 7.249
*
```

Results
Kohn-Sham gap: 6.6 eV
F_max: 9.5 eV/A
HOMO energy: -4.6 eV
Total energy: -199739.5133 eV

---

4.
The following is a quantum chemistry calculation of 10 unconnected molecules or ions with the total composition C33H65Cl18NO7S at a distorted geometry, from OMol25.

Structure (ORCA input):
```
! wB97M-V def2-TZVPD RIJCOSX def2/J DEFGRID3
* xyz 0 1
C 1.389 -2.518 6.191
C 1.900 -2.013 4.717
C 0.915 -0.937 3.969
C -0.687 -1.143 4.251
C -1.554 -1.026 2.862
C -2.155 0.464 2.541
C -1.035 1.606 2.180
C -0.955 2.007 0.582
C -0.014 1.018 -0.325
C 1.529 1.028 0.322
O 2.074 2.407 0.407
C 2.297 2.817 1.802
O -0.744 -0.293 -0.300
S -2.026 -0.210 -1.472
O -3.453 0.167 -0.912
O -2.248 -1.441 -2.393
O -1.532 1.284 -2.213
C -0.072 1.358 -1.962
O 0.230 2.772 -2.312
C 0.948 0.394 -2.809
C 0.301 -0.310 -4.140
C 0.762 -1.916 -4.092
N -0.207 -3.079 -4.002
O 2.086 -2.236 -4.106
H 0.669 -1.765 6.725
H 0.766 -3.519 6.005
H 2.332 -2.829 6.810
H 2.935 -1.446 4.893
H 2.166 -2.896 3.968
H 1.069 -1.107 2.797
H 1.236 0.175 4.178
H -1.066 -0.296 4.999
H -0.975 -2.166 4.751
H -2.500 -1.741 3.005
H -0.921 -1.507 2.003
H -2.984 0.462 1.684
H -2.726 0.848 3.516
H 0.030 1.360 2.657
H -1.386 2.600 2.740
H -0.448 3.084 0.546
H -2.049 2.151 0.194
H 1.518 0.456 1.346
H 2.299 0.432 -0.369
H 1.410 3.474 2.213
H 2.565 1.949 2.540
H 3.249 3.537 1.790
H 1.237 2.849 -2.410
H 1.277 -0.493 -2.080
H 1.966 0.918 -3.123
H 0.862 0.138 -5.084
H -0.859 -0.200 -4.251
H -0.364 -3.288 -2.971
H -1.117 -2.839 -4.453
Cl -2.989 -3.847 3.123
C -4.454 -4.541 2.385
C -5.710 -3.776 2.773
Cl -6.116 -3.980 4.496
H -4.516 -5.593 2.678
H -4.313 -4.497 1.301
H -6.564 -4.149 2.200
H -5.608 -2.704 2.573
Cl 5.166 2.942 4.305
C 5.176 4.715 4.480
C 4.177 5.194 5.522
Cl 2.492 4.954 4.997
H 4.977 5.154 3.498
H 6.190 4.997 4.781
H 4.305 6.267 5.693
H 4.312 4.679 6.478
Cl 6.210 -3.181 -6.591
C 4.454 -3.484 -6.581
C 4.124 -4.948 -6.825
Cl 4.505 -5.456 -8.490
H 3.994 -2.836 -7.332
H 4.087 -3.180 -5.596
H 3.051 -5.116 -6.682
H 4.665 -5.605 -6.137
Cl 7.985 -8.716 -8.281
C 7.985 -6.951 -8.039
C 9.009 -6.252 -8.920
Cl 10.681 -6.621 -8.432
H 8.165 -6.754 -6.978
H 6.980 -6.598 -8.286
H 8.888 -5.167 -8.839
H 8.893 -6.530 -9.972
Cl 4.689 4.646 8.760
C 3.210 4.697 9.752
C 2.142 5.592 9.143
Cl 2.596 7.313 9.195
H 3.488 5.027 10.758
H 2.840 3.670 9.820
H 1.209 5.494 9.709
H 1.937 5.325 8.102
Cl -6.118 -0.560 3.839
C -7.198 -0.883 5.218
C -8.340 0.118 5.300
Cl -7.773 1.749 5.740
H -6.593 -0.881 6.130
H -7.599 -1.892 5.076
H -9.048 -0.189 6.076
H -8.882 0.191 4.353
Cl -5.630 -3.633 -0.888
C -5.930 -2.500 -2.229
C -7.096 -1.567 -1.942
Cl -8.657 -2.426 -1.921
H -6.097 -3.086 -3.138
H -5.013 -1.917 -2.362
H -7.165 -0.806 -2.725
H -6.978 -1.056 -0.981
Cl 2.609 2.110 -7.764
C 1.144 1.416 -8.502
C -0.112 2.181 -8.113
Cl -0.518 1.976 -6.391
H 1.082 0.363 -8.208
H 1.285 1.460 -9.586
H -0.966 1.807 -8.686
H -0.010 3.252 -8.313
Cl -0.669 6.258 -1.503
C -1.922 5.410 -2.444
C -3.294 6.044 -2.274
Cl -3.944 5.813 -0.632
H -1.923 4.360 -2.138
H -1.617 5.460 -3.493
H -4.006 5.580 -2.964
H -3.271 7.118 -2.482
*
```

Results
Kohn-Sham gap: 9.1 eV
SMILES: CCCCCCCC[C@@]1(COC)OS(=O)(=O)O[C@]1(O)CCC(N)=O.ClCCCl.ClCCCl.ClCCCl.ClCCCl.ClCCCl.ClCCCl.ClCCCl.ClCCCl.ClCCCl
F_max: 8.4 eV/A
HOMO energy: -9.9 eV
Total energy: -287328.5013 eV

---

Q: Which of these has the lowest HOMO energy?
A: C33H65Cl18NO7S

---

Q: Among the records above, which one has the highest F_max?
A: C33H65Br2N4O9

---

Q: Among the records above, which one has the highest total energy?
A: C33H64O25S7